The following is a quantum chemistry calculation of a structure of composition C41H43Cl3O5P2PtS in a non-equilibrium geometry, from OMol25.

The HOMO energy (spin up / spin down) comes out at -7.64 / -7.64 eV. The frontier orbital gap (spin up / spin down) is 6.4 / 6.4 eV. The calculation puts the relative energy (zero: lowest compared OMol25 entry of this formula, charge and spin) at 220.13 kJ/mol. For the lowest unoccupied orbital energy (spin up / spin down), the calculation gives -0.0454 / -0.0454 hartree.

Cartesian coordinates (Å):
Pt 1.39 -0.28 -0.69
C 5.76 0.06 -1.18
C 4.49 0.42 -0.45
O 3.48 0.63 -1.13
C 4.51 0.49 1.00
C 5.68 0.25 1.74
C 5.69 0.30 3.12
C 4.50 0.58 3.80
C 3.34 0.79 3.12
C 3.29 0.76 1.70
O 2.18 1.00 1.10
H 5.54 -0.01 -2.24
H 6.12 -0.90 -0.83
H 6.54 0.81 -1.02
H 6.60 0.02 1.22
H 6.59 0.12 3.67
H 4.49 0.60 4.89
H 2.42 1.00 3.65
C -1.83 3.18 -4.14
C -2.30 1.88 -4.78
C -2.18 0.70 -3.83
S -0.42 0.37 -3.31
O -0.62 -0.46 -2.08
C 0.04 -0.86 -4.61
C 0.62 -0.20 -5.85
C 1.80 0.70 -5.52
H -2.00 4.02 -4.81
H -0.76 3.13 -3.92
H -2.37 3.36 -3.22
H -1.74 1.69 -5.69
H -3.35 1.98 -5.07
H -2.58 -0.21 -4.26
H -2.70 0.90 -2.89
H -0.81 -1.49 -4.83
H 0.81 -1.45 -4.12
H -0.14 0.36 -6.39
H 0.97 -0.99 -6.53
H 1.48 1.59 -4.98
H 2.30 1.01 -6.43
H 2.51 0.16 -4.89
Cl 3.53 -4.74 -1.31
C 2.77 -3.17 -1.20
Cl 3.37 -2.30 0.22
Cl 1.01 -3.33 -0.98
C 3.02 -2.26 -2.51
O 3.85 -2.64 -3.29
O 2.27 -1.26 -2.54
C -2.04 0.61 0.93
P -0.16 0.61 0.88
C 0.11 -0.06 2.55
C -0.26 0.60 3.72
C -0.02 0.00 4.94
C 0.56 -1.26 5.01
C 0.90 -1.92 3.85
C 0.69 -1.32 2.62
C 0.00 2.43 0.84
C 0.42 3.26 1.87
C 0.46 4.64 1.69
C 0.12 5.19 0.46
C -0.25 4.36 -0.59
C -0.32 2.99 -0.40
P -3.03 -0.68 0.01
C -2.34 -2.22 0.74
C -2.28 -2.44 2.12
C -1.85 -3.66 2.60
C -1.48 -4.67 1.72
C -1.53 -4.45 0.35
C -1.96 -3.22 -0.13
C -4.52 -0.56 1.11
C -5.25 -1.70 1.45
C -6.34 -1.61 2.30
C -6.73 -0.38 2.81
C -6.04 0.76 2.44
C -4.96 0.67 1.59
H -2.37 1.57 0.52
H -2.31 0.58 1.99
H -0.72 1.57 3.67
H -0.28 0.52 5.85
H 0.74 -1.71 5.97
H 1.33 -2.91 3.89
H 0.96 -1.83 1.71
H 0.74 2.84 2.81
H 0.76 5.28 2.50
H 0.16 6.25 0.33
H -0.47 4.79 -1.56
H -0.61 2.33 -1.21
H -2.60 -1.68 2.81
H -1.81 -3.84 3.66
H -1.16 -5.63 2.10
H -1.23 -5.23 -0.33
H -1.99 -3.03 -1.19
H -4.95 -2.66 1.07
H -6.89 -2.50 2.57
H -7.57 -0.32 3.49
H -6.35 1.72 2.83
H -4.46 1.58 1.29

The following is a quantum chemistry calculation of a cluster of 2 separate species, C41H43N4O2 in total in a non-equilibrium geometry, from OMol25.

The HOMO energy comes out at -9.67 eV. As for the total charge: +1. The frontier orbital gap is 5.9 eV. The calculation puts the relative energy (zero: lowest compared OMol25 entry of this formula, charge and spin) at 20.28 kJ/mol. For the lowest unoccupied orbital energy, the calculation gives -0.1402 hartree.

Cartesian coordinates (Å):
C -5.87 -0.16 3.88
C -4.83 -1.07 4.09
C -4.00 -1.42 3.02
C -4.16 -0.81 1.77
C -3.17 -1.22 0.71
C -2.73 -0.29 -0.30
N -2.46 -0.89 -1.55
C -1.49 -1.84 -1.61
C -1.14 -2.45 -2.80
C -1.80 -2.12 -3.97
C -2.82 -1.17 -3.94
C -3.15 -0.54 -2.70
C -4.29 0.26 -2.61
C -5.07 0.52 -3.74
C -4.72 -0.05 -4.97
C -3.63 -0.90 -5.08
O -2.72 -2.39 0.74
C -5.23 0.08 1.56
C -6.08 0.41 2.63
H -6.51 0.11 4.72
H -4.65 -1.53 5.06
H -3.18 -2.14 3.15
H -3.11 0.73 -0.33
H -1.06 -2.13 -0.67
H -0.36 -3.22 -2.76
H -1.54 -2.60 -4.90
H -4.59 0.66 -1.65
H -5.96 1.15 -3.64
H -5.33 0.17 -5.85
H -3.38 -1.38 -6.02
H -5.38 0.50 0.57
H -6.90 1.11 2.47
C 5.81 1.71 -1.94
N 4.66 0.86 -1.83
C 4.49 -0.24 -2.63
O 5.17 -0.54 -3.60
C 3.25 -0.97 -2.11
C 3.65 -2.28 -1.41
C 4.10 -3.31 -2.43
C 3.17 -3.85 -3.32
C 3.60 -4.67 -4.37
C 4.96 -4.98 -4.50
C 5.88 -4.51 -3.55
C 5.44 -3.70 -2.50
N 2.66 0.04 -1.23
C 1.42 -0.09 -0.72
C 0.99 0.62 0.39
C -0.30 0.69 0.89
C -0.61 1.38 2.11
C -1.96 1.67 2.48
C -2.27 2.28 3.67
C -1.24 2.76 4.54
N -1.52 3.47 5.67
C -0.46 3.86 6.57
C -2.77 4.18 5.87
C 0.10 2.47 4.19
C 0.41 1.84 3.01
C 3.65 1.04 -0.80
C 4.25 0.67 0.57
C 3.14 2.49 -0.81
H 6.46 1.32 -2.73
H 5.50 2.73 -2.19
H 6.35 1.73 -0.99
H 2.57 -1.19 -2.95
H 4.46 -2.06 -0.71
H 2.78 -2.65 -0.84
H 2.11 -3.58 -3.21
H 2.87 -5.06 -5.08
H 5.30 -5.60 -5.34
H 6.93 -4.78 -3.63
H 6.15 -3.31 -1.76
H 0.77 -0.81 -1.25
H 1.75 1.17 0.93
H -1.12 0.22 0.32
H -2.77 1.37 1.80
H -3.32 2.41 3.95
H 0.21 3.02 6.78
H 0.15 4.69 6.17
H -0.91 4.19 7.51
H -3.59 3.78 5.28
H -3.03 4.12 6.93
H -2.66 5.25 5.61
H 0.91 2.81 4.86
H 1.47 1.67 2.79
H 4.81 -0.27 0.50
H 4.93 1.47 0.88
H 3.47 0.56 1.33
H 2.86 2.77 -1.84
H 2.27 2.62 -0.17
H 3.94 3.14 -0.46

The following is a quantum chemistry calculation of a structure of composition C41H43N7O5PS2Ti in a non-equilibrium geometry, from OMol25.

The HOMO energy (spin up / spin down) comes out at -3.10 / -4.14 eV. As for the total charge: -1. Its spin multiplicity is 3. The frontier orbital gap (spin up / spin down) is 5.2 / 6.2 eV. For the lowest unoccupied orbital energy (spin up / spin down), the calculation gives 0.0769 / 0.0738 hartree.

Cartesian coordinates (Å):
Ti -1.47 0.31 0.03
N 0.05 -1.06 4.40
C -0.59 -0.16 3.56
S -2.17 0.27 3.98
N 0.09 0.21 2.52
N -0.40 0.96 1.50
C -0.13 2.28 1.50
C 0.62 2.95 2.57
C 0.20 4.18 3.08
C 0.92 4.82 4.07
C 2.08 4.24 4.56
C 2.50 3.02 4.08
C 1.78 2.37 3.09
C -0.60 2.98 0.36
C -0.22 4.29 -0.01
C -0.71 4.84 -1.16
C -1.61 4.10 -1.94
C -1.93 2.83 -1.55
N -1.43 2.25 -0.45
H -0.36 -1.09 5.33
H 1.06 -1.01 4.40
H -0.72 4.61 2.71
H 0.58 5.77 4.45
H 2.66 4.75 5.32
H 3.41 2.57 4.45
H 2.10 1.42 2.71
H 0.48 4.83 0.62
H -0.42 5.84 -1.46
H -2.04 4.51 -2.84
H -2.62 2.22 -2.13
O -1.93 -0.55 -5.92
C -1.83 -0.43 -4.72
C -2.92 -0.68 -3.70
O -4.05 -1.10 -3.94
C -2.31 -0.33 -2.43
C -0.94 -0.01 -2.57
O -0.28 0.23 -1.47
C -0.57 -0.01 -3.98
O 0.49 0.28 -4.52
O -2.81 -0.28 -1.24
C -6.57 1.67 0.50
N -6.01 0.36 0.56
C -6.68 -0.82 0.38
C -5.79 -1.83 0.49
N -4.54 -1.28 0.73
C -4.68 0.09 0.78
S -3.59 1.29 1.15
C -3.37 -2.03 0.80
C -3.44 -3.42 0.67
C -2.30 -4.20 0.81
C -1.10 -3.55 1.10
C -1.09 -2.18 1.16
N -2.17 -1.39 0.99
H -7.66 1.61 0.51
H -6.25 2.19 -0.41
H -6.22 2.25 1.35
H -7.73 -0.87 0.20
H -5.97 -2.88 0.43
H -4.37 -3.92 0.46
H -2.35 -5.27 0.71
H -0.19 -4.11 1.28
H -0.16 -1.65 1.39
C 4.47 -2.58 -0.12
C 3.34 -1.85 0.60
C 2.44 -2.94 1.21
C 3.89 -1.01 1.75
P 2.14 -0.73 -0.42
C 1.77 -1.92 -1.78
C 2.65 -2.34 -2.77
C 2.24 -3.24 -3.74
C 0.94 -3.74 -3.74
C 0.06 -3.32 -2.76
C 0.48 -2.44 -1.79
C 3.21 0.65 -1.25
C 4.72 0.46 -1.39
C 2.93 1.90 -0.40
C 2.65 0.93 -2.64
H 5.02 -3.18 0.60
H 5.17 -1.91 -0.60
H 4.07 -3.25 -0.88
H 3.04 -3.66 1.77
H 1.91 -3.48 0.43
H 1.72 -2.50 1.90
H 4.28 -1.64 2.54
H 3.09 -0.40 2.17
H 4.68 -0.34 1.43
H 3.66 -1.97 -2.80
H 2.93 -3.55 -4.50
H 0.62 -4.44 -4.50
H -0.97 -3.68 -2.75
H -0.23 -2.11 -1.03
H 5.21 0.34 -0.43
H 5.13 1.36 -1.86
H 4.96 -0.38 -2.03
H 3.43 1.86 0.57
H 1.86 1.99 -0.22
H 3.26 2.80 -0.92
H 2.82 0.11 -3.33
H 3.12 1.82 -3.06
H 1.58 1.10 -2.60